(1)
The following is a DFT calculation (ωB97M-V with the def2-TZVPD basis set) of C28H29CoIN6O5S2 as an isolated structure.

Values from the calculation:
Multiplicity: 2
HOMO (spin up / spin down) in eV: -7.896 / -8.011
⟨S²⟩: 0.756
LUMO (spin up / spin down) in Ha: -0.0080 / -0.0078
Energy above the lowest of the compared OMol25 structures with the same formula, charge and spin in kcal per mole: 0.0

Cartesian coordinates (Å):
Co 0.590 -0.013 -0.041
C -0.474 3.944 -1.278
C -0.155 2.706 -0.512
N 0.663 1.805 -0.891
N 1.250 1.966 -2.157
C 2.561 2.366 -2.219
N 3.219 1.847 -3.286
S 3.221 3.462 -1.171
C -0.781 2.458 0.815
C -1.740 3.297 1.355
C -2.254 2.993 2.610
C -1.766 1.893 3.287
C -0.793 1.111 2.673
N -0.334 1.377 1.460
H 0.265 4.113 -2.053
H -0.499 4.806 -0.614
H -1.461 3.839 -1.738
H 0.986 1.178 -2.743
H 2.963 0.922 -3.606
H 4.193 2.090 -3.343
H -2.086 4.166 0.815
H -3.014 3.623 3.053
H -2.124 1.634 4.273
H -0.336 0.260 3.161
C -6.089 0.446 -1.169
O -5.868 -0.384 -0.042
C -4.592 -0.697 0.265
C -4.441 -1.511 1.416
C -3.189 -1.877 1.797
C -2.021 -1.474 1.096
C -0.740 -1.993 1.470
C -0.547 -2.899 2.657
O 0.303 -1.773 0.810
C -2.177 -0.622 -0.054
O -1.210 -0.145 -0.749
C -3.500 -0.277 -0.451
H -7.163 0.594 -1.229
H -5.734 -0.031 -2.085
H -5.593 1.412 -1.049
H -5.323 -1.825 1.954
H -3.085 -2.515 2.663
H -1.254 -2.719 3.463
H 0.468 -2.737 3.013
H -0.645 -3.941 2.342
H -3.584 0.350 -1.326
C -0.072 -2.201 -5.216
N -0.422 -2.674 -3.893
C -1.434 -3.578 -3.594
C -1.440 -3.739 -2.257
N -0.431 -2.943 -1.759
C 0.183 -2.271 -2.752
S 1.440 -1.161 -2.560
H -0.273 -2.987 -5.940
H 0.986 -1.953 -5.227
H -0.645 -1.310 -5.473
H -2.043 -4.022 -4.360
H -2.062 -4.348 -1.627
H -0.198 -2.748 -0.791
I 8.818 0.625 3.243
C 6.795 0.390 2.763
C 6.321 0.874 1.553
C 4.980 0.710 1.235
C 4.119 0.082 2.127
C 4.608 -0.383 3.340
C 5.950 -0.242 3.662
C 2.653 -0.077 1.809
O 1.859 -0.317 2.720
O 2.372 0.064 0.564
H 6.987 1.375 0.864
H 4.589 1.080 0.297
H 3.920 -0.854 4.030
H 6.332 -0.614 4.603

Löwdin atomic charge list, values in e, 2 entries:
1 Co 0.49
2 C -0.01



(2)
The following is a DFT calculation (ωB97M-V with the def2-TZVPD basis set) of one molecule with the formula C9H8N2O.

Values from the calculation:
SMILES: C/N=C(/N=C=O)c1ccccc1
HOMO in eV: -9.155
LUMO in Ha: 0.0192
Energy above the lowest of the compared OMol25 structures with the same formula, charge and spin in kcal per mole: 70.6

Cartesian coordinates (Å):
C 0.939 3.671 0.215
C -2.672 -1.299 -0.193
C -2.107 -0.905 -1.402
C -1.991 -1.138 0.984
C -0.895 -0.255 -1.339
C -0.843 -0.333 1.062
C -0.258 0.107 -0.120
C 1.014 0.753 -0.082
C 2.911 -0.700 0.281
N 0.793 2.477 0.038
N 2.134 0.485 0.172
O 0.917 4.806 0.341
H -3.470 -1.962 -0.250
H -2.545 -1.184 -2.341
H -2.397 -1.521 1.976
H -0.476 0.124 -2.338
H -0.552 -0.021 2.043
H 3.500 -0.963 -0.554
H 2.258 -1.501 0.543
H 3.741 -0.644 0.963

Löwdin atomic charge list, values in e, 2 entries:
1 C -0.45
2 C -0.09



(3)
The following is a DFT calculation (ωB97M-V with the def2-TZVPD basis set) of C24H20Cl6N4O3ReSe as an isolated structure.

Values from the calculation:
Multiplicity: 2
HOMO (spin up / spin down) in eV: -13.501 / -13.813
⟨S²⟩: 0.838
Net charge: +2
LUMO (spin up / spin down) in Ha: -0.3141 / -0.2936
Energy above the lowest of the compared OMol25 structures with the same formula, charge and spin in kcal per mole: 41.1

Cartesian coordinates (Å):
Re -0.080 0.361 0.073
Cl -5.861 -3.478 2.154
C -4.387 -2.920 1.496
C -3.258 -3.760 1.485
C -2.055 -3.303 1.022
C -1.891 -1.975 0.556
O -0.707 -1.580 0.219
C -3.076 -1.159 0.464
C -3.068 0.042 -0.305
N -1.995 0.664 -0.675
C -1.981 1.604 -1.701
C -3.027 2.412 -2.104
C -2.859 3.285 -3.186
C -1.671 3.352 -3.867
C -0.582 2.539 -3.486
C 0.668 2.558 -4.134
C 1.664 1.725 -3.688
C 1.428 0.903 -2.584
N 0.277 0.870 -1.939
C -0.738 1.662 -2.385
C -4.294 -1.652 0.951
H -3.354 -4.769 1.847
H -1.186 -3.943 1.016
H -4.032 0.368 -0.689
H -3.959 2.410 -1.561
H -3.687 3.910 -3.478
H -1.546 4.038 -4.691
H 0.824 3.236 -4.957
H 2.629 1.701 -4.166
H 2.215 0.264 -2.203
H -5.172 -1.026 0.903
Cl 1.486 4.641 -1.420
C 1.910 4.150 0.226
Cl 3.204 2.927 0.148
Cl 2.402 5.506 1.213
C 0.662 3.400 0.836
O 0.115 3.804 1.825
O 0.389 2.392 0.126
C 4.288 -2.349 -0.808
N 3.525 -2.715 0.356
C 3.587 -3.924 0.974
C 2.720 -3.893 2.023
N 2.135 -2.667 2.026
C 1.187 -2.184 2.989
C 2.621 -1.950 0.997
Se 2.308 -0.095 0.669
H 5.145 -3.013 -0.900
H 4.640 -1.320 -0.712
H 3.676 -2.443 -1.708
H 4.232 -4.711 0.637
H 2.512 -4.642 2.760
H 1.002 -2.951 3.737
H 0.246 -1.933 2.497
H 1.579 -1.292 3.480
Cl -0.047 0.650 5.046
C -0.094 1.529 3.513
Cl -0.982 0.584 2.308
H 0.921 1.674 3.145
H -0.606 2.487 3.632

Löwdin atomic charge list, values in e, 2 entries:
1 Re 1.25
2 Cl 0.76



(4)
The following is a DFT calculation (ωB97M-V with the def2-TZVPD basis set) of one molecule with the formula C15H14O4S.

Values from the calculation:
SMILES: O=C(O)CCS(=O)(=O)c1ccc(-c2ccccc2)cc1
HOMO in eV: -8.900
LUMO in Ha: 0.0156
Energy above the lowest of the compared OMol25 structures with the same formula, charge and spin in kcal per mole: 0.0

Cartesian coordinates (Å):
O 1.071 1.674 1.892
C 1.865 2.557 2.081
O 1.511 3.773 2.495
H 0.547 3.839 2.586
C 3.358 2.431 1.901
C 3.693 1.165 1.147
H 4.764 1.006 1.059
H 3.211 0.293 1.580
S 3.068 1.312 -0.581
O 3.993 0.590 -1.416
O 2.869 2.711 -0.863
C 1.488 0.471 -0.646
C 1.446 -0.893 -0.433
C 0.228 -1.545 -0.476
C -0.945 -0.839 -0.740
C -0.872 0.535 -0.967
C 0.343 1.191 -0.918
H 0.427 2.253 -1.086
H -1.777 1.092 -1.162
C -2.240 -1.534 -0.782
C -2.557 -2.500 0.170
C -3.776 -3.151 0.133
C -4.695 -2.853 -0.860
C -4.388 -1.897 -1.814
C -3.173 -1.239 -1.774
H -2.931 -0.507 -2.530
H -5.099 -1.664 -2.593
H -5.646 -3.363 -0.890
H -4.012 -3.893 0.882
H -1.850 -2.723 0.957
H 0.184 -2.614 -0.324
H 2.364 -1.431 -0.253
H 3.699 3.303 1.340
H 3.829 2.451 2.887

Löwdin atomic charge list, values in e, 2 entries:
1 O 0.11
2 C -0.54



(5)
The following is a DFT calculation (ωB97M-V with the def2-TZVPD basis set) of C35H63MnN8O as an isolated structure.

Values from the calculation:
Multiplicity: 6
HOMO (spin up / spin down) in eV: -11.706 / -11.623
⟨S²⟩: 8.755
Net charge: +1
LUMO (spin up / spin down) in Ha: -0.1281 / -0.1489
Energy above the lowest of the compared OMol25 structures with the same formula, charge and spin in kcal per mole: 63.9

Cartesian coordinates (Å):
Mn -0.026 -3.981 -1.588
C -0.974 0.101 -0.043
C 0.265 -0.670 -0.516
C 1.063 -1.042 0.722
O -0.071 -1.902 -1.247
H -1.424 0.427 -0.980
H -0.563 0.990 0.435
H -1.764 -0.362 0.548
H 0.875 -0.018 -1.141
H 0.408 -1.543 1.435
H 1.478 -0.092 1.058
H 1.927 -1.615 0.386
C -3.844 1.992 -0.942
C -5.251 2.411 -1.294
C -5.397 3.464 -2.446
C -4.666 4.731 -2.230
N -4.061 5.704 -2.010
H -3.289 1.458 -1.713
H -3.854 1.412 -0.019
H -3.215 2.838 -0.666
H -5.702 2.851 -0.404
H -5.832 1.512 -1.496
H -6.455 3.568 -2.687
H -4.907 3.091 -3.345
C -6.232 -1.261 -0.041
C -4.905 -1.519 -0.674
C -4.694 -3.060 -0.660
C -3.320 -3.451 -1.131
N -2.294 -3.808 -1.564
H -7.162 -1.687 -0.418
H -6.535 -0.253 -0.325
H -6.252 -1.384 1.042
H -4.123 -0.965 -0.154
H -5.084 -1.092 -1.661
H -5.226 -3.724 -1.342
H -4.851 -3.363 0.375
C -1.106 -0.706 3.766
C -1.960 -0.621 5.042
C -1.265 -0.072 6.258
C -2.061 -0.149 7.496
N -2.583 -0.167 8.554
H -1.466 -1.475 3.082
H -0.155 -1.106 4.118
H -0.866 0.225 3.253
H -2.616 -1.483 5.157
H -2.711 0.150 4.871
H -0.971 0.972 6.149
H -0.344 -0.633 6.419
C 3.950 2.036 2.024
C 2.722 2.917 1.948
C 2.478 3.541 3.318
C 1.877 2.580 4.269
N 1.531 1.822 5.044
H 4.142 1.801 0.977
H 3.970 1.079 2.545
H 4.839 2.550 2.389
H 1.960 2.167 1.739
H 2.780 3.782 1.288
H 1.686 4.285 3.231
H 3.418 3.956 3.680
C 2.279 0.399 -3.779
C 1.191 0.239 -4.822
C -0.099 -0.470 -4.292
C 0.068 -1.973 -4.290
N 0.117 -3.097 -4.304
H 2.064 1.239 -3.119
H 3.266 0.667 -4.157
H 2.490 -0.516 -3.225
H 1.558 -0.326 -5.678
H 0.902 1.170 -5.310
H -0.873 -0.152 -4.991
H -0.345 -0.069 -3.309
C -0.681 6.231 -3.090
C -0.455 5.407 -1.828
C -0.672 3.883 -1.971
C -1.603 3.358 -2.889
N -2.315 2.905 -3.705
H -0.875 7.250 -2.757
H -1.621 5.920 -3.546
H 0.045 6.253 -3.903
H -1.212 5.877 -1.200
H 0.538 5.539 -1.398
H -0.943 3.587 -0.958
H 0.312 3.528 -2.277
C 5.823 -1.861 -0.627
C 4.912 -1.723 -1.896
C 4.522 -3.085 -2.549
C 3.212 -3.583 -2.079
N 2.212 -3.992 -1.780
H 5.462 -2.520 0.163
H 5.897 -0.855 -0.215
H 6.824 -2.170 -0.928
H 5.423 -1.092 -2.624
H 4.058 -1.091 -1.655
H 5.225 -3.896 -2.357
H 4.465 -2.848 -3.611
C 2.036 -4.105 3.430
C 3.141 -3.926 2.355
C 3.700 -5.178 1.685
C 4.469 -5.870 2.686
N 5.147 -6.539 3.351
H 1.819 -3.098 3.787
H 2.257 -4.757 4.275
H 1.110 -4.371 2.919
H 3.961 -3.442 2.884
H 2.648 -3.216 1.691
H 4.274 -4.988 0.778
H 2.972 -5.852 1.233

Löwdin atomic charge list, values in e, 2 entries:
1 Mn 1.01
2 C -0.06



(6)
The following is a DFT calculation (ωB97M-V with the def2-TZVPD basis set) of a 2-piece molecular cluster, C14H22BO3 overall.

Values from the calculation:
HOMO in eV: -3.418
Net charge: -1
LUMO in Ha: 0.0888
Energy above the lowest of the compared OMol25 structures with the same formula, charge and spin in kcal per mole: 0.0

Cartesian coordinates (Å):
B 4.942 -1.286 0.878
O 4.798 -1.447 -0.627
C 4.443 -0.207 -1.127
C 3.964 0.565 0.112
C 3.839 2.061 -0.097
C 2.458 2.683 0.195
C 1.279 1.811 -0.145
C 0.483 1.280 0.871
C -0.601 0.460 0.571
C -0.885 0.166 -0.759
C -0.098 0.689 -1.778
C 0.983 1.507 -1.477
O 4.967 0.204 1.037
H 5.931 -1.868 1.315
H 3.962 -1.770 1.482
H 3.651 -0.233 -1.895
H 5.307 0.313 -1.566
H 3.060 0.041 0.443
H 4.170 2.325 -1.100
H 4.554 2.533 0.574
H 2.396 3.035 1.219
H 2.369 3.581 -0.422
H 0.725 1.514 1.895
H -1.184 0.054 1.382
H -1.714 -0.485 -0.979
H -0.304 0.447 -2.809
H 1.624 1.923 -2.239
C -5.698 -2.332 0.574
C -5.626 -0.853 0.943
C -4.151 -0.549 0.715
O -3.723 -1.412 -0.342
C -4.719 -2.404 -0.590
H -6.697 -2.671 0.306
H -5.340 -2.943 1.405
H -6.243 -0.265 0.259
H -5.947 -0.637 1.961
H -3.558 -0.771 1.608
H -3.967 0.486 0.427
H -5.215 -2.171 -1.540
H -4.237 -3.377 -0.682

Löwdin atomic charge list, values in e, 2 entries:
1 B -0.61
2 O -0.12



(7)
The following is a DFT calculation (ωB97M-V with the def2-TZVPD basis set) of one molecule with the formula C2H6N2O2.

Values from the calculation:
SMILES: CON(C)N=O
HOMO in eV: -9.334
LUMO in Ha: 0.0202
Energy above the lowest of the compared OMol25 structures with the same formula, charge and spin in kcal per mole: 118.4

Cartesian coordinates (Å):
C -1.794 -0.699 -0.256
C 1.617 -1.036 -0.036
H -2.556 -1.010 0.458
H -2.070 0.323 -0.587
H -1.689 -1.433 -1.060
H 2.446 -0.662 -0.645
H 1.310 -2.014 -0.408
H 1.887 -1.134 1.033
N 0.489 -0.167 -0.217
N 0.711 1.139 -0.104
O -0.589 -0.667 0.561
O -0.245 1.859 0.090

Löwdin atomic charge list, values in e, 2 entries:
1 C -0.06
2 C -0.04



(8)
The following is a DFT calculation (ωB97M-V with the def2-TZVPD basis set) of C5H7NO2S as an isolated structure.

Values from the calculation:
HOMO in eV: -8.547
LUMO in Ha: 0.0095
Energy above the lowest of the compared OMol25 structures with the same formula, charge and spin in kcal per mole: 60.6

Cartesian coordinates (Å):
C -0.953 1.263 -0.944
C 0.067 0.448 -1.712
C -1.079 0.804 0.304
C 1.064 -0.254 -0.818
C 0.392 -0.618 0.439
N 1.071 -0.412 1.615
O 0.177 0.298 -2.918
O -1.840 1.080 1.313
S -0.320 -2.185 0.518
H -1.319 2.002 -1.587
H 1.527 -1.113 -1.275
H 1.917 0.512 -0.523
H 1.959 0.028 1.455
H -1.923 0.321 1.979
H 0.694 -0.306 2.531
H -1.434 -1.870 -0.375

Löwdin atomic charge list, values in e, 2 entries:
1 C 0.01
2 C -0.41



(9)
The following is a DFT calculation (ωB97M-V with the def2-TZVPD basis set) of C9H9BF5LiNO6PS as an isolated structure.

Values from the calculation:
HOMO in eV: -8.240
LUMO in Ha: -0.0779
Energy above the lowest of the compared OMol25 structures with the same formula, charge and spin in kcal per mole: 12.7

Cartesian coordinates (Å):
N 1.349 -3.230 1.494
P 0.120 -2.622 0.750
O -0.546 -3.823 -0.171
O -0.973 -2.154 1.880
B 0.807 -1.160 -0.326
O -0.046 -0.740 -1.455
C -1.374 -0.616 -1.155
O -2.126 -1.539 -1.417
C -1.964 0.640 -0.574
C -2.528 1.529 -1.466
C -3.126 2.675 -1.021
C -3.180 2.950 0.324
C -2.600 2.094 1.226
C -2.005 0.949 0.758
S 1.397 0.356 0.724
O 1.178 0.142 2.128
O 0.896 1.601 0.196
C 3.265 0.471 0.538
F 3.755 1.151 1.570
F 3.786 -0.773 0.582
C 3.719 1.169 -0.783
F 4.887 0.612 -1.189
F 2.864 1.004 -1.793
F 3.981 2.443 -0.561
H 1.469 -4.206 1.245
H -1.507 -3.751 -0.078
H -1.885 -2.369 1.638
H 1.826 -1.584 -0.814
H -2.515 1.350 -2.536
H -3.566 3.347 -1.750
H -3.660 3.843 0.712
H -2.611 2.255 2.296
H -1.560 0.288 1.497
Li 2.472 -2.303 -2.468

Löwdin atomic charge list, values in e, 2 entries:
1 N -0.17
2 P 0.55



(10)
The following is a DFT calculation (ωB97M-V with the def2-TZVPD basis set) of one molecule with the formula C3H4O3.

Values from the calculation:
SMILES: O=C1OC[C@H]1O
HOMO in eV: -10.592
LUMO in Ha: 0.0261
Energy above the lowest of the compared OMol25 structures with the same formula, charge and spin in kcal per mole: 37.1

Cartesian coordinates (Å):
C 0.331 0.624 -0.246
C 0.380 -0.397 1.033
C -1.152 0.135 -0.278
H 0.613 -0.464 -1.778
H 0.458 1.631 0.078
H 0.563 -0.038 2.028
H 0.865 -1.363 0.784
O 1.026 0.315 -1.391
O -1.052 -0.548 0.893
O -2.031 0.104 -1.122

Löwdin atomic charge list, values in e, 2 entries:
1 C -0.22
2 C -0.03



(11)
The following is a DFT calculation (ωB97M-V with the def2-TZVPD basis set) of one molecule with the formula C5H4.

Values from the calculation:
SMILES: C#CC#CC
HOMO in eV: -9.513
LUMO in Ha: 0.0306
Energy above the lowest of the compared OMol25 structures with the same formula, charge and spin in kcal per mole: 12.3

Cartesian coordinates (Å):
C -1.746 0.842 -1.538
C -0.540 0.621 -0.744
C 0.198 0.094 -0.007
C 0.989 -0.619 0.965
C 1.759 -1.089 1.796
H -2.208 -0.113 -1.986
H -2.566 1.097 -0.855
H -1.606 1.622 -2.301
H 2.423 -1.700 2.316

Löwdin atomic charge list, values in e, 2 entries:
1 C -0.11
2 C -0.10



Number 1: maximum force 0.47 eV/Å, energy -4266.057449 hartree. Number 2: maximum force 6.44 eV/Å, energy -532.414263 hartree. Number 3: maximum force 3.35 eV/Å, energy -6611.677181 hartree. Number 4: maximum force 0.83 eV/Å, energy -1279.158865 hartree. Number 5: maximum force 4.97 eV/Å, energy -3035.323318 hartree. Number 6: maximum force 1.17 eV/Å, energy -797.278138 hartree. Number 7: maximum force 1.84 eV/Å, energy -339.643979 hartree. Number 8: maximum force 4.69 eV/Å, energy -798.045435 hartree. Number 9: maximum force 2.94 eV/Å, energy -2125.868234 hartree. Number 10: maximum force 2.76 eV/Å, energy -342.396867 hartree. Number 11: maximum force 6.48 eV/Å, energy -192.774580 hartree.